Record 1
Here is a structure of composition C4H7NO2 from the Open Molecules 2025 dataset. Energies are from ωB97M-V with the def2-TZVPD basis set.

```
14
Properties=species:S:1:pos:R:3:forces:R:3
C -1.04764 -1.10811 -0.00034 0.11 0.02 0.06
C -0.06781 -0.01435 -0.27433 -0.02 0.06 0.02
N -0.27553 1.31381 0.06193 0.23 -0.13 -0.15
O -1.27538 1.51551 1.02070 -0.21 0.24 0.11
C 1.14959 -0.08680 -1.01789 -0.07 0.24 -0.13
C 1.85842 -0.21998 0.27589 0.31 -0.25 0.26
O 1.88428 -1.24976 -0.74525 -0.20 -0.36 -0.17
H -1.82640 -1.12988 -0.77593 0.20 0.12 0.09
H -0.52386 -2.06772 -0.03777 -0.01 0.17 -0.01
H -1.54205 -0.97617 0.96486 0.13 -0.02 -0.15
H -1.70340 2.32753 0.71766 -0.07 -0.21 0.09
H 1.45114 0.62191 -1.78542 0.04 -0.16 0.12
H 0.63680 1.62988 0.43513 -0.46 0.32 -0.09
H 1.28183 -0.55589 1.16074 0.02 -0.04 -0.06
```
Positions in Å, forces in eV/Å.

**HOMO**: -7.79 eV
**ΔE to the lowest compared entry with this formula, charge and spin**: 689.6 kJ/mol

=====

Record 2
Here is an isolated molecule of C2H2O3S at a distorted geometry from the Open Molecules 2025 dataset. Energies are from ωB97M-V with the def2-TZVPD basis set.

```
8
Properties=species:S:1:pos:R:3:forces:R:3
O -0.03842 -2.02513 0.44912 -0.07 1.16 -0.42
C -0.45673 -0.91586 0.16197 -0.95 -1.66 0.82
O -1.76842 -0.68045 0.11064 0.03 2.15 0.05
C 0.51657 0.20846 -0.05288 -1.13 1.78 -0.20
O 1.73348 -0.11225 0.22999 1.06 -0.79 0.69
S 0.02978 1.71552 -0.48471 0.18 -0.77 0.04
H -1.97029 0.33162 0.09512 0.89 -2.17 -0.31
H 1.72168 -0.99301 0.68768 -0.01 0.31 -0.67
```
Positions in Å, forces in eV/Å.

**HOMO**: -9.80 eV
**SMILES**: O=C(O)C(O)=S
**ΔE to the lowest compared entry with this formula, charge and spin**: 52.7 kJ/mol

=====

Record 3
Here is a structure of composition C25H37N5P2Pt at a distorted geometry from the Open Molecules 2025 dataset. Energies are from ωB97M-V with the def2-TZVPD basis set.

```
70
Properties=species:S:1:pos:R:3:forces:R:3
C 2.90207 -2.65677 2.12364 -0.04 0.01 0.05
C 2.66407 -1.39750 1.58145 -0.37 0.37 -0.28
C 2.16065 -1.31886 0.24805 -0.17 -0.57 0.31
C 2.02600 -2.50527 -0.51797 -0.16 -0.46 0.58
C 2.23367 -3.75113 0.08244 -0.06 0.48 -0.19
C 2.65218 -3.82628 1.40304 0.13 0.02 0.28
C 1.66913 -2.43327 -1.94282 1.73 0.48 0.03
C 1.90016 -1.10789 -2.54542 -0.33 0.48 -0.49
C 2.07341 0.03602 -1.72144 -0.20 -0.14 -0.65
C 2.46517 1.27127 -2.30699 -0.38 -0.15 0.30
C 2.46495 1.36930 -3.69812 0.02 -0.02 0.07
C 2.14752 0.27610 -4.50769 0.09 0.28 -0.08
C 1.90504 -0.96456 -3.93666 0.05 -0.07 0.50
H 3.28859 -2.70743 3.14279 -0.10 -0.11 -0.30
H 2.06017 -4.64585 -0.51271 0.10 0.11 0.19
H 2.81045 -4.79329 1.88019 -0.03 0.25 -0.16
H 2.22367 -3.19097 -2.51132 -0.51 -0.03 0.06
H 2.72283 2.33064 -4.14583 -0.02 -0.32 0.03
H 2.11896 0.39944 -5.58895 0.04 -0.05 0.25
H 1.70524 -1.84705 -4.54422 0.08 0.27 0.03
N 1.76677 -0.11141 -0.35516 2.55 -1.02 -0.80
Pt 0.78219 1.27366 0.64093 -2.31 0.51 0.28
C 2.98074 -0.16835 2.42372 -0.15 0.18 0.30
H 3.75562 0.46485 1.96417 -0.21 -0.20 0.06
H 3.34076 -0.47189 3.41497 0.10 -0.09 -0.25
C 2.89198 2.46821 -1.47292 -0.24 0.10 0.16
H 3.71626 2.21518 -0.78733 -0.18 0.04 -0.26
H 3.21056 3.29633 -2.12029 0.09 -0.28 0.06
P 1.50077 0.89558 2.70390 1.67 -0.25 0.78
P 1.52629 3.11379 -0.42294 1.08 0.24 -0.46
C 0.40197 3.91370 -1.60007 -0.23 0.13 0.08
H -0.51019 4.22335 -1.07639 0.17 0.05 -0.21
H 0.88892 4.80253 -2.02534 -0.09 -0.19 0.13
H 0.13834 3.23472 -2.41899 0.08 0.09 0.20
C 2.21705 4.43079 0.59263 -0.03 0.25 -0.02
H 2.42442 5.30824 -0.03181 0.02 -0.11 0.19
H 1.48671 4.70054 1.36487 0.19 0.04 -0.14
H 3.14421 4.09092 1.06701 -0.18 0.06 -0.09
C 0.43368 -0.10174 3.78052 -0.33 0.03 -0.05
H 0.85692 -0.16948 4.79291 -0.04 0.08 -0.26
H -0.55095 0.38108 3.83304 0.18 -0.21 0.13
H 0.32252 -1.11438 3.37395 0.00 0.22 0.04
C 1.97602 2.33224 3.68001 0.11 0.05 0.20
H 1.06981 2.73133 4.15166 0.21 0.01 -0.06
H 2.68802 2.04095 4.45878 -0.11 0.12 -0.01
H 2.41577 3.10083 3.03675 -0.06 -0.21 0.22
H 0.41765 -2.85008 -2.16638 -0.35 0.00 0.06
H -0.39357 -3.14432 -2.31178 -0.41 -0.12 -0.07
C -1.65189 -0.57875 0.61124 -1.11 -0.14 -0.54
N -1.17532 0.68841 -0.06842 -0.89 0.10 -0.44
C -2.14995 1.80277 0.29495 -1.00 -0.62 -0.48
N -3.52129 1.47366 -0.13409 0.87 -0.43 -0.02
C -3.92686 0.21308 0.52828 0.22 -0.05 -0.17
N -3.02463 -0.91688 0.18679 0.54 0.70 -0.14
C -3.04735 -1.08118 -1.28433 0.03 0.23 0.06
N -2.60045 0.14399 -1.98722 0.25 0.16 0.65
C -1.23022 0.46978 -1.55932 -1.30 -0.38 -0.17
C -3.51477 1.24436 -1.59709 0.20 -0.19 0.12
H -1.65753 -0.42459 1.69783 0.14 0.02 -0.24
H -0.98960 -1.41314 0.33596 -0.01 0.31 0.10
H -1.84843 2.73080 -0.20677 0.09 -0.28 0.17
H -2.15298 1.92603 1.38617 0.17 0.02 -0.24
H -4.94098 -0.04154 0.19112 0.28 0.07 0.24
H -3.90741 0.36454 1.61415 -0.14 -0.06 -0.19
H -2.39601 -1.91773 -1.56895 -0.19 0.13 0.05
H -4.08470 -1.28340 -1.58634 0.38 -0.09 0.04
H -0.90643 1.38228 -2.07890 0.01 -0.25 0.24
H -0.58151 -0.37674 -1.82809 -0.08 0.33 0.18
H -4.53140 0.96741 -1.90654 0.29 0.22 0.01
H -3.19438 2.16417 -2.10204 -0.18 -0.15 0.05
```
Positions in Å, forces in eV/Å.

**HOMO (spin up / spin down)**: -12.81 / -14.17 eV
**<S²>**: 6.03
**Multiplicity**: 5
**Charge**: +2
**ΔE to the lowest compared entry with this formula, charge and spin**: 1.6 kJ/mol

=====

Record 4
Here is a cluster of 5 separate species, C34H67BrN5O8S4 in total at a distorted geometry from the Open Molecules 2025 dataset. Energies are from ωB97M-V with the def2-TZVPD basis set.

```
119
Properties=species:S:1:pos:R:3:forces:R:3
C 3.59458 -6.24729 -0.44375 -0.18 -0.01 0.02
C 2.07646 -6.36052 -0.71075 0.76 0.23 -0.21
C 1.69801 -5.94282 -2.15838 -0.24 -0.31 0.96
C 0.45078 -5.05318 -2.19910 -0.26 -0.28 -0.50
C 0.29219 -4.19077 -3.47086 0.08 0.39 0.55
C 1.60355 -3.64062 -4.04194 -0.16 -0.48 -0.41
C 1.43414 -2.39209 -4.90226 0.19 -0.15 0.18
C 1.13648 -1.09330 -4.15017 0.13 0.06 -0.10
C 2.16519 -0.72373 -3.03037 -0.32 -0.10 -0.33
C 1.47848 -0.47379 -1.72808 0.05 -0.25 0.83
C 0.61805 0.66906 -1.55201 0.17 0.32 -0.85
C 0.45385 1.69349 -2.65966 0.16 0.26 0.09
N 1.73238 2.31614 -3.00158 -0.11 0.14 0.27
C 2.33018 3.06851 -1.88379 0.42 0.05 -0.22
N -0.07048 0.93021 -0.48369 -0.02 -0.24 0.45
N 0.03673 0.08463 0.54541 0.07 0.31 -0.81
N -0.73376 0.35408 1.67655 0.09 -0.06 0.14
C -1.96745 -0.47149 1.72081 -0.48 0.03 -0.06
C -2.82964 -0.39182 0.45619 0.35 -0.06 -0.23
C -2.50516 -1.46885 -0.58277 0.11 0.21 -0.06
C 0.84636 -0.96338 0.53984 0.23 -1.20 1.30
N 0.86541 -1.74756 1.66678 0.81 0.67 -0.08
C 1.60051 -1.28325 -0.61424 -0.34 0.73 -0.83
Br 2.70662 -2.78942 -0.56020 0.11 0.02 0.15
H 4.13065 -7.15119 -0.73036 0.04 0.03 -0.04
H 4.04759 -5.42849 -1.01366 -0.04 0.03 -0.02
H 3.79440 -6.05129 0.61153 0.04 -0.15 0.02
H 1.57451 -5.72017 0.01731 -0.25 -0.08 -0.07
H 1.79143 -7.39427 -0.52321 -0.26 0.07 0.13
H 1.48868 -6.85930 -2.71098 0.21 0.14 -0.34
H 2.57347 -5.45892 -2.58624 -0.07 0.03 -0.22
H 0.37237 -4.42580 -1.30808 0.27 0.07 -0.02
H -0.41857 -5.71503 -2.14939 -0.04 0.08 0.15
H -0.25575 -4.74903 -4.23027 0.11 0.04 -0.14
H -0.34015 -3.33556 -3.19981 -0.13 -0.11 -0.07
H 2.33744 -3.49254 -3.24969 -0.04 0.19 0.04
H 2.04293 -4.41230 -4.68200 0.06 0.02 0.07
H 0.61749 -2.57299 -5.60573 0.02 0.08 -0.07
H 2.33971 -2.26710 -5.50193 -0.01 0.13 0.00
H 0.12157 -1.12870 -3.74529 0.02 -0.05 0.08
H 1.14654 -0.28723 -4.88588 -0.12 0.03 0.03
H 2.67738 0.18781 -3.33124 0.02 0.07 0.10
H 2.90802 -1.50861 -2.92230 -0.03 -0.04 0.07
H 0.04949 1.18175 -3.53166 0.02 0.09 -0.10
H -0.27248 2.44378 -2.33087 -0.18 -0.22 0.14
H 1.58855 2.96049 -3.76650 -0.07 -0.21 -0.15
H 3.34897 2.71296 -1.71359 -0.07 -0.03 0.20
H 1.76146 2.98644 -0.95724 -0.05 -0.09 -0.02
H 2.41762 4.13349 -2.10942 -0.12 -0.01 -0.05
H -0.97371 1.33701 1.58960 0.00 0.00 0.02
H -2.52461 -0.09285 2.57667 0.05 0.09 0.00
H -1.69580 -1.49841 1.96607 0.04 -0.01 -0.07
H -2.69885 0.60538 0.02234 -0.06 -0.03 -0.04
H -3.87860 -0.47376 0.71900 -0.03 -0.04 0.23
H -1.46570 -1.43535 -0.92705 0.00 -0.01 0.03
H -3.12207 -1.33130 -1.47105 -0.07 -0.12 0.04
H -2.68094 -2.46594 -0.17879 -0.07 -0.01 -0.01
H 1.69871 -2.32269 1.72556 -0.19 -0.21 -0.19
H 0.77928 -1.20129 2.52202 -0.55 -0.06 -0.09
C -5.58208 -0.17110 5.79143 -0.02 0.03 -0.08
C -6.70488 -1.21069 5.82838 0.02 -0.04 0.08
C -6.75653 -1.87827 4.45018 -0.23 0.00 0.11
S -5.09046 -1.78928 3.78510 -0.08 0.00 0.54
O -5.09056 -0.93598 2.62024 0.10 -0.04 -0.17
O -4.49728 -3.10172 3.72774 0.08 0.03 -0.23
C -4.38500 -0.87001 5.15514 -0.03 0.12 0.18
H -5.34345 0.19960 6.78771 0.01 0.00 0.00
H -5.88868 0.67658 5.17762 0.03 -0.01 -0.02
H -6.48570 -1.96010 6.59211 0.02 -0.01 -0.02
H -7.66083 -0.75404 6.07592 0.01 0.03 -0.04
H -7.04986 -2.92369 4.50230 0.05 -0.02 -0.12
H -7.40871 -1.34167 3.76331 0.08 0.03 -0.05
H -3.62684 -0.18665 4.77820 0.01 -0.06 -0.09
H -3.93419 -1.59334 5.83439 0.01 -0.04 -0.05
C -7.06259 5.35298 6.25971 -0.05 0.00 -0.07
C -8.56493 5.39082 5.94708 0.04 -0.03 0.03
C -8.84073 4.31569 4.88772 -0.15 0.24 0.08
S -7.59087 3.04839 5.13063 -0.11 0.17 0.18
O -6.73724 3.00111 3.96882 0.02 -0.16 -0.01
O -8.20169 1.84431 5.64082 0.08 -0.11 -0.14
C -6.71339 3.88011 6.45067 0.05 0.22 0.12
H -6.81792 5.93650 7.14552 0.00 0.00 0.00
H -6.49757 5.76296 5.41993 0.02 -0.01 0.01
H -9.13166 5.16970 6.85326 0.01 -0.02 0.00
H -8.87932 6.37194 5.59598 -0.01 0.00 0.00
H -9.82115 3.85948 4.99735 0.04 -0.09 -0.06
H -8.72150 4.69859 3.87610 0.07 -0.07 -0.02
H -5.65094 3.66339 6.36470 -0.03 -0.10 -0.06
H -7.10158 3.49610 7.39379 -0.02 -0.04 -0.02
C 2.77155 7.69761 -3.19338 0.06 0.06 0.05
C 4.22856 7.90746 -2.75670 -0.05 -0.01 0.01
C 4.23536 9.01896 -1.69984 0.20 -0.12 -0.19
S 2.62857 8.95336 -0.89384 0.05 -0.10 0.01
O 1.91309 10.16585 -1.18718 -0.03 0.03 0.08
O 2.77842 8.48457 0.45916 -0.07 0.08 0.04
C 1.95445 7.63762 -1.90608 0.00 -0.15 -0.29
H 2.65328 6.78997 -3.78498 0.00 0.01 -0.02
H 2.44089 8.54060 -3.80304 -0.03 -0.01 0.00
H 4.61563 6.98326 -2.32169 -0.01 0.00 0.01
H 4.86899 8.16575 -3.59840 0.01 0.00 0.01
H 5.00566 8.87687 -0.94653 -0.05 0.07 0.07
H 4.33285 10.00594 -2.14730 -0.08 0.03 0.04
H 0.89028 7.80701 -2.05254 0.00 0.08 0.11
H 2.11808 6.70139 -1.37187 0.00 0.03 0.05
C 8.08217 -3.41613 -2.17449 -0.05 -0.06 -0.07
C 6.60166 -3.28818 -2.55832 -0.01 0.00 -0.01
C 6.29201 -4.38820 -3.58052 -0.16 0.29 0.06
S 7.43320 -5.73443 -3.22525 -0.03 0.02 0.11
O 8.31954 -5.88920 -4.34663 -0.01 -0.08 -0.03
O 6.70190 -6.85302 -2.69092 0.02 -0.07 -0.06
C 8.31236 -4.90051 -1.90603 0.07 0.22 0.11
H 8.33045 -2.81260 -1.30274 0.00 0.01 0.00
H 8.71016 -3.08401 -3.00351 0.02 -0.02 0.01
H 5.98201 -3.43257 -1.67022 0.01 0.00 0.05
H 6.37280 -2.30255 -2.96372 -0.01 0.00 0.01
H 5.27590 -4.76762 -3.49512 0.02 -0.10 -0.05
H 6.47890 -4.06118 -4.60156 0.07 -0.07 -0.01
H 9.35764 -5.19816 -1.93280 -0.03 -0.10 -0.06
H 7.85730 -5.21082 -0.96564 -0.01 -0.05 -0.01
```
Positions in Å, forces in eV/Å.

**HOMO**: -11.99 eV
**Charge**: +1

=====

Record 5
Here is a cluster of 7 separate species, H13O7 in total at a distorted geometry from the Open Molecules 2025 dataset. Energies are from ωB97M-V with the def2-TZVPD basis set.

```
20
Properties=species:S:1:pos:R:3:forces:R:3
O -2.55976 0.54818 1.80533 1.51 0.04 -0.59
H -2.47481 -0.37575 1.50528 0.00 0.42 0.21
O 2.18529 -1.11093 1.02245 0.40 1.00 -0.57
H 2.50464 -0.18019 0.97182 -0.33 -0.88 0.33
H 2.11274 -1.27139 0.05367 -0.08 0.02 0.19
O 0.19513 1.94993 1.35145 0.28 -1.14 -0.52
H 0.30905 2.00114 0.33323 0.11 -0.44 0.93
H 0.53924 1.05583 1.61815 -0.39 1.28 -0.65
O -1.43076 -0.23482 -1.08679 2.00 0.72 -0.64
H -1.65579 0.93356 1.57463 -1.42 -0.34 0.38
H -2.18484 0.33280 -1.03615 -0.89 0.40 0.26
O 0.57312 1.61251 -1.34489 0.70 0.83 -0.56
H -0.68311 0.45505 -1.30301 -0.86 -0.79 0.30
H 0.97158 2.27799 -1.97767 -0.88 -1.35 1.14
O -1.18345 -2.42211 0.62296 0.00 1.09 -0.75
H -0.27429 -2.50616 0.92493 0.07 0.10 0.10
H -1.16956 -1.59956 0.03587 -0.10 -1.07 0.64
O 1.79263 -0.64952 -1.77579 3.20 3.59 1.35
H 1.03896 -1.12524 -1.83817 -3.83 -2.59 -0.58
H 1.39396 0.30868 -1.45731 0.50 -0.91 -0.97
```
Positions in Å, forces in eV/Å.

**HOMO**: -6.00 eV
**Charge**: -1
**ΔE to the lowest compared entry with this formula, charge and spin**: 39.0 kJ/mol

=====

Record 6
Here is an isolated molecule of C2HIN2O2 at a distorted geometry from the Open Molecules 2025 dataset. Energies are from ωB97M-V with the def2-TZVPD basis set.

```
8
Properties=species:S:1:pos:R:3:forces:R:3
N 0.08928 -0.81368 2.64671 -0.07 -0.18 0.46
C -0.22999 -0.35621 1.64884 0.52 0.18 -0.79
C -0.52571 0.22730 0.34858 -1.06 0.04 0.93
I -2.60460 -0.03894 -0.03375 0.22 -0.06 -0.19
N -0.09641 1.66704 0.34591 -0.77 -1.28 1.19
O 1.07932 1.82546 0.20195 0.84 0.69 -0.38
O -0.96700 2.42682 0.59826 -0.53 2.37 0.08
H 0.07893 -0.08106 -0.43485 0.84 -1.75 -1.30
```
Positions in Å, forces in eV/Å.

**HOMO**: -10.70 eV
**SMILES**: N#C[C@@H](I)[N+](=O)[O-]
**ΔE to the lowest compared entry with this formula, charge and spin**: 170.1 kJ/mol

=====

> What is the formula in the fourth record?

C34H67BrN5O8S4